(1)
Computed, not measured: the molecule C3H7NO, with wB97M-V/def2-TZVPD.

Structure (XYZ):
```
12
C3H7NO (wB97M-V/def2-TZVPD)
C 0.025 1.779 0.562
H -0.099 2.712 0.009
H -0.856 1.618 1.193
H -0.660 -1.535 -1.340
N 0.428 -0.585 0.135
H 0.567 -0.589 1.135
C 0.096 0.628 -0.420
H -0.781 -2.284 0.272
H 0.679 -2.527 -0.725
H 0.900 1.838 1.217
O -0.200 0.755 -1.593
C -0.099 -1.810 -0.444
```

Output
**E_LUMO**: 0.88 eV
**SMILES string**: CNC(C)=O
**DFT total energy**: -248.51422 hartree
**Gap between HOMO and LUMO**: 10.6 eV
**Molar mass**: 73.09 g mol⁻¹
**Energy above the lowest of the compared OMol25 structures with the same formula, charge and spin**: 7.7 kcal per mole



(2)
Computed, not measured: the molecule C5H11NO at a distorted geometry, with wB97M-V/def2-TZVPD.

Structure (XYZ):
```
18
C5H11NO (wB97M-V/def2-TZVPD)
C -0.613 0.829 -1.203
H -0.971 -0.744 0.642
H -1.316 1.155 -3.310
C -1.028 0.383 -2.465
H 0.088 -2.105 -0.021
C 0.626 0.134 -0.398
H 1.263 0.762 0.173
N -0.929 2.031 -0.573
H 1.788 -0.685 1.767
H -0.037 2.483 -0.344
H -1.312 2.694 -1.203
H -0.336 -1.091 3.300
C 0.796 -1.205 1.798
O 0.227 -0.444 2.846
H 1.406 -0.374 -1.170
H 0.854 -2.227 2.283
H -0.649 -0.614 -2.600
C 0.142 -0.983 0.478
```

Output
**E_LUMO**: 0.93 eV
**SMILES string**: C=C(N)CCCO
**DFT total energy**: -326.99481 hartree
**Gap between HOMO and LUMO**: 9.2 eV
**Molar mass**: 101.15 g mol⁻¹
**Energy above the lowest of the compared OMol25 structures with the same formula, charge and spin**: 85.7 kcal per mole



(3)
Computed, not measured: a structure of composition C41H31BF2GeIPPt, with wB97M-V/def2-TZVPD.

Structure (XYZ):
```
79
C41H31BF2GeIPPt (wB97M-V/def2-TZVPD)
H 3.406 -6.872 0.157
C -1.095 3.316 0.220
H -6.016 2.812 -3.343
C -0.847 4.676 0.398
C 2.404 -5.979 -1.520
Ge 1.421 -2.268 1.381
C 5.090 -2.272 3.579
C -1.021 -4.793 3.806
H -2.288 -1.499 -4.719
C 4.705 -1.969 4.877
B 2.202 0.513 0.920
C 0.037 -4.139 3.192
C -3.027 3.699 -2.033
H 5.452 -1.850 5.654
H 6.142 -2.389 3.341
Pt 0.367 0.462 -0.776
C 3.357 -1.802 5.168
H -1.684 -1.900 1.347
H 2.609 -6.812 -2.183
H 3.058 5.731 -3.954
C 2.850 -6.013 -0.206
C 1.878 -3.829 0.208
C -4.253 1.588 -3.410
C -4.340 3.819 -2.418
H 3.611 4.633 -1.795
C 4.133 -2.413 2.583
C -1.961 3.218 2.476
C 2.631 4.499 -2.238
C -0.178 -3.088 2.301
C 1.451 -3.805 -1.120
C -2.266 2.526 -2.280
H -3.158 -4.918 4.010
H -5.970 0.639 -4.293
C 1.562 -0.713 0.325
H -1.794 1.530 1.150
H 2.936 -4.988 1.672
C -2.559 -3.373 2.639
C 2.326 5.108 -3.450
C -1.142 5.297 1.604
C -2.192 0.354 -3.632
C 1.703 -4.868 -1.976
C -2.845 1.474 -3.081
H -0.824 -5.603 4.502
C 2.585 -4.947 0.645
P -0.742 2.364 -1.316
H -4.727 -1.354 -5.099
C -1.493 -2.719 2.034
I -0.073 0.062 -3.611
C 0.139 4.106 -3.387
F 2.164 0.848 2.258
H -1.938 5.061 3.584
C 2.774 -2.263 2.857
C -2.328 -4.410 3.532
C -4.214 -0.570 -4.551
H -0.834 3.951 -3.840
H -0.927 6.352 1.733
C -2.853 -0.659 -4.337
C -4.906 0.544 -4.105
H 3.049 -1.553 6.177
H -4.894 4.724 -2.195
C -1.650 2.597 1.279
H -2.552 4.514 -1.505
C -1.705 4.574 2.644
H -2.385 2.646 3.293
C 2.410 -1.945 4.165
H 1.360 -1.802 4.396
F 3.082 1.358 0.275
H -3.577 -3.075 2.415
C 0.427 3.507 -2.167
C -4.970 2.750 -3.061
H 1.359 -4.827 -3.003
C 1.692 3.701 -1.605
H 1.938 3.204 -0.674
H -0.414 5.250 -0.411
H 4.440 -2.638 1.567
H 0.837 5.376 -4.970
H 1.053 -4.450 3.409
C 1.080 4.907 -4.023
H 0.927 -2.926 -1.483
```

Output
**E_LUMO (spin up / spin down)**: 4.34 / 4.24 eV
**Total charge**: -2
**DFT total energy**: -4640.93666 hartree
**Expectation value of S²**: 2.0346
**2S+1**: 3
**Gap between HOMO and LUMO (spin up / spin down)**: 3.8 / 5.7 eV
**Molar mass**: 998.07 g mol⁻¹
**Energy above the lowest of the compared OMol25 structures with the same formula, charge and spin**: 3.2 kcal per mole



(4)
Computed, not measured: the molecule C5H5F at a distorted geometry, with wB97M-V/def2-TZVPD.

Structure (XYZ):
```
11
C5H5F (wB97M-V/def2-TZVPD)
C 1.043 -0.007 0.263
H 1.309 -0.093 1.298
F 2.265 -0.017 -0.435
C 0.136 -1.152 0.015
H -1.920 -1.408 -0.350
C 0.175 1.195 -0.024
C -1.056 0.772 -0.225
H -1.921 1.399 -0.248
C -1.088 -0.760 -0.235
H 0.554 2.209 0.007
H 0.502 -2.137 -0.066
```

Output
**E_LUMO**: 0.76 eV
**SMILES string**: FC1C=CC=C1
**DFT total energy**: -293.33072 hartree
**Gap between HOMO and LUMO**: 10.0 eV
**Molar mass**: 84.09 g mol⁻¹
**Energy above the lowest of the compared OMol25 structures with the same formula, charge and spin**: 7.1 kcal per mole



(5)
Computed, not measured: a structure of composition C47H42N6OPW at a distorted geometry, with wB97M-V/def2-TZVPD.

Structure (XYZ):
```
98
C47H42N6OPW (wB97M-V/def2-TZVPD)
H 3.286 0.386 -5.293
H 2.671 4.110 -3.269
H -5.095 3.606 -3.996
H 1.367 -0.592 -4.109
H -0.961 -5.075 6.237
H 1.494 -2.028 -1.575
C 0.898 1.226 -3.048
H 0.398 6.630 2.354
H -2.837 4.397 -4.599
C 0.304 4.480 2.123
H -2.298 2.367 -0.144
H 3.920 2.740 -4.910
H 1.840 -0.898 3.282
P -0.587 0.673 -2.217
C 2.724 0.991 -4.595
H 1.940 0.730 3.153
H 3.221 1.095 -1.519
C 1.708 -4.166 -1.607
C -1.959 -2.448 4.424
C 1.630 0.443 -3.937
N 1.738 -0.125 2.637
C 0.147 -1.709 0.655
H -4.020 0.166 2.225
N -2.222 0.742 1.207
H -3.050 -3.883 5.617
C 0.166 -4.172 0.717
C 4.344 -1.493 0.346
H 0.736 3.147 -2.080
H -3.916 -1.661 4.084
H -1.690 4.881 1.466
C 2.228 5.619 2.860
C 2.487 0.577 0.431
N -0.975 4.196 1.661
C 2.377 3.087 -3.458
C 3.538 -1.349 1.456
C -1.829 2.843 -3.524
W -0.003 0.042 1.293
H 1.738 -6.301 -1.382
N 0.038 2.235 1.829
C -2.980 0.420 2.440
C 2.286 3.201 2.618
C -0.922 -4.210 5.591
N -0.996 -0.856 3.119
H -2.987 1.296 3.091
H 2.752 6.527 3.124
C -2.085 -3.553 5.255
C 3.086 2.312 -4.370
O -0.392 0.850 -0.696
H -2.619 -3.742 -1.483
H 1.211 -4.300 5.393
C -0.738 -1.989 3.916
C 2.613 -0.312 1.502
C 0.498 -2.955 0.095
C 0.917 5.685 2.438
H 0.360 -6.298 0.666
C 1.287 2.547 -2.797
N -2.925 -1.600 3.903
C 0.427 -2.675 4.269
C -1.736 -2.465 -4.493
C 1.264 -2.968 -1.087
C -2.251 -3.356 -3.560
H -3.389 0.340 -1.837
H -0.439 -4.157 1.616
H 1.928 1.505 0.517
H 2.876 2.295 2.646
H 3.936 4.382 3.256
H -5.369 1.586 -2.603
C -1.637 -1.862 -1.784
H -2.653 0.276 0.414
H -1.791 -2.694 -5.549
C 4.222 -0.620 -0.736
H -0.846 3.185 -3.815
C -1.976 1.707 -2.731
H -3.183 2.639 1.350
C -4.221 3.083 -3.629
C 0.315 -3.767 5.104
C -2.305 -0.691 3.148
C -2.953 3.527 -3.967
C -1.168 -1.273 -4.076
C -1.071 2.873 1.498
C 3.296 0.401 -0.698
C -3.261 1.261 -2.398
H -0.807 -0.566 -4.812
H 1.413 -2.409 3.921
H 5.090 -2.276 0.328
C 2.903 4.394 2.939
H 4.876 -0.725 -1.591
H 2.303 -4.176 -2.511
C -1.093 -0.977 -2.713
C -4.377 1.948 -2.839
C -2.273 2.202 0.933
C -2.206 -3.052 -2.207
C 1.387 -5.363 -0.972
C 0.611 -5.364 0.182
H -2.701 -4.283 -3.890
H 3.641 -2.035 2.289
H -1.592 -1.628 -0.726
C 0.948 3.242 2.218
```

Output
**E_LUMO**: -8.16 eV
**Total charge**: +3
**DFT total energy**: -2627.70253 hartree
**Gap between HOMO and LUMO**: 7.5 eV
**Molar mass**: 921.71 g mol⁻¹
**Energy above the lowest of the compared OMol25 structures with the same formula, charge and spin**: 0.0 kcal per mole



(6)
Computed, not measured: a cluster of 2 separate species, C5H5N in total at a distorted geometry, with wB97M-V/def2-TZVPD.

Structure (XYZ):
```
11
C5H5N (wB97M-V/def2-TZVPD)
H 0.240 1.123 1.029
C 3.567 0.353 -0.370
C 2.726 -0.472 0.185
C -0.283 0.889 0.049
H -1.490 -1.490 -1.258
N -0.647 -1.497 -0.634
H 0.169 1.378 -0.701
H 1.451 -1.943 1.243
H -1.298 1.228 -0.084
C 1.692 -1.053 0.632
C -0.146 -0.513 -0.110
```

Output
**E_LUMO**: -1.12 eV
**DFT total energy**: -248.00174 hartree
**Gap between HOMO and LUMO**: 7.3 eV
**Molar mass**: 79.10 g mol⁻¹
**Energy above the lowest of the compared OMol25 structures with the same formula, charge and spin**: 171.5 kcal per mole